1.
58
Properties=species:S:1:pos:R:3:forces:R:3 method="wB97M-V/def2-TZVPD" charge=0 e_above_lowest_kj_mol=166.5 lumo_ev=0.66 energy_ev=-31419.35598 smiles="COc1cccc(C(=O)NC[C@@H]2CCCN(C3CCCCC3)C2)c1OC" orbital_gap_ev=8.957
C 4.669 -0.073 1.030 0.224 0.073 -0.260
H -1.458 -3.238 4.935 -0.031 -0.084 -0.043
H -0.707 -0.387 3.283 0.075 0.011 -0.141
O -1.329 -0.421 1.299 -0.426 -0.356 -0.043
H 0.150 0.654 2.113 0.046 -0.061 0.006
H 2.676 4.101 -1.023 0.028 -0.035 -0.069
C 1.810 3.601 -1.461 -0.074 0.302 0.231
C -2.335 -3.975 1.231 0.081 0.056 0.198
H 2.037 3.400 -2.526 0.043 -0.016 0.049
H -1.817 1.407 -2.827 -0.080 0.112 0.047
C -1.928 -0.699 -1.477 -0.218 0.186 0.167
C 0.455 1.657 -1.345 -0.213 0.030 0.208
O -1.623 -2.553 3.069 -0.055 0.292 -0.442
O -1.569 -0.924 -2.618 0.132 -0.126 -0.199
C 2.650 0.094 -0.462 0.174 0.136 -0.336
H 2.205 -0.297 -1.378 -0.119 -0.022 0.044
H -0.473 3.645 -3.023 -0.029 -0.011 -0.104
H 5.645 -0.547 1.157 -0.020 -0.047 0.081
H -1.001 2.698 -0.175 0.020 -0.006 0.044
C -1.902 -2.760 1.743 0.000 0.048 0.098
H 4.051 -0.340 1.890 -0.013 -0.048 0.082
C -1.739 -3.634 3.960 -0.021 -0.179 0.161
C 4.007 -0.575 -0.248 -0.164 -0.064 0.263
N -2.290 0.528 -1.041 -0.144 0.160 0.092
H -2.963 -5.070 -0.491 -0.035 -0.078 -0.039
H 0.448 -1.105 2.134 -0.023 0.012 -0.025
H 0.415 4.762 -0.324 0.022 0.062 0.045
H 4.655 -0.359 -1.100 0.041 -0.042 -0.064
H 5.268 1.811 1.900 0.076 0.042 -0.044
C -0.305 -0.325 2.270 0.305 0.219 0.360
H -2.766 -4.010 4.006 0.046 -0.001 -0.014
C 3.473 2.107 0.744 0.326 -0.003 -0.358
H -1.512 4.456 -1.845 -0.054 0.006 -0.069
H 0.639 1.422 -2.409 -0.034 -0.050 -0.015
H -2.719 -3.117 -2.014 0.010 -0.003 -0.101
H 3.872 -1.658 -0.199 0.034 -0.005 -0.083
C -0.821 2.497 -1.237 -0.078 -0.203 -0.440
H -2.909 2.361 -1.792 0.077 -0.019 -0.084
H -1.062 -4.452 3.694 -0.041 0.024 -0.002
H -2.453 0.648 -0.053 0.061 -0.121 -0.077
C 4.826 1.442 0.972 -0.147 -0.050 0.250
H 0.806 5.450 -1.908 0.010 0.051 0.029
C -2.077 -1.803 -0.474 0.180 -0.231 0.298
N 1.567 2.364 -0.738 0.014 -0.107 -0.119
C -0.626 3.828 -1.957 0.011 -0.020 0.396
H 3.498 1.814 -1.397 -0.030 -0.029 0.028
H 5.501 1.705 0.153 0.095 0.032 -0.011
C -2.631 -4.114 -0.115 -0.020 0.068 -0.072
C -2.504 -3.035 -0.961 -0.004 0.047 0.014
C -2.019 1.723 -1.801 0.146 0.229 -0.070
C -1.753 -1.657 0.879 0.031 -0.079 -0.113
H 3.597 3.191 0.707 -0.075 0.060 0.038
H 1.994 -0.153 0.374 -0.141 -0.040 0.050
C 0.598 4.522 -1.372 0.103 -0.057 -0.287
H 2.804 1.881 1.576 -0.105 0.007 0.027
C 2.814 1.612 -0.552 -0.058 0.009 0.396
H 0.291 0.722 -0.812 0.029 -0.044 -0.081
H -2.452 -4.826 1.883 0.012 -0.046 0.102



2.
54
Properties=species:S:1:pos:R:3:forces:R:3 method="wB97M-V/def2-TZVPD" charge=-1 lumo_ev=0.21 energy_ev=-106526.40603 orbital_gap_ev=3.986
C 4.935 -0.309 -2.178 -0.114 -0.023 -0.002
C -4.622 1.191 0.416 0.067 -0.119 0.036
C -2.440 -0.136 0.251 -0.141 -0.041 -0.007
H 7.418 -2.069 -5.126 -0.001 0.021 0.002
C 5.949 0.214 -3.252 0.090 0.253 0.061
H -6.269 2.309 1.028 -0.015 -0.011 -0.065
H 6.746 -2.744 -2.225 -0.030 0.049 0.006
C 0.402 1.051 1.374 0.007 0.124 0.015
C -1.707 0.956 0.023 -0.031 0.163 -0.035
C 6.789 -2.969 -3.288 -0.032 0.007 -0.005
C -2.461 2.242 -0.181 -0.134 -0.167 0.050
Br -1.654 -1.824 0.500 -0.006 -0.069 -0.020
H -8.234 -1.103 1.608 0.015 -0.024 0.013
H 0.057 1.923 -0.576 0.076 -0.061 -0.010
C 7.136 -1.737 -4.120 0.197 0.076 -0.173
H -7.506 0.919 2.252 0.033 0.021 -0.035
H -0.209 0.468 2.074 0.043 -0.125 -0.130
H 5.320 0.952 -3.814 0.063 0.017 -0.010
H -4.335 3.276 0.211 0.004 -0.014 -0.038
H 1.976 -0.437 3.380 -0.017 0.055 0.023
C 1.866 0.602 1.481 0.108 0.072 -0.041
H 0.355 2.090 1.719 -0.100 -0.071 0.111
H -6.166 -0.114 3.922 0.040 -0.049 -0.032
H 7.995 -1.214 -3.687 -0.043 0.001 0.047
H -6.669 1.099 -0.173 0.034 -0.055 0.032
O 6.079 -0.829 -4.303 -0.193 -0.315 0.168
F 3.902 -1.050 -2.667 0.012 0.024 -0.016
O -4.579 -1.155 0.167 0.164 0.089 0.016
H 5.820 -3.371 -3.594 0.015 -0.017 -0.012
F 5.472 -1.041 -1.182 0.032 -0.017 -0.032
H 2.830 -0.571 -0.091 -0.061 0.009 -0.028
H -6.649 -1.820 1.906 -0.024 0.029 -0.016
C -0.212 1.013 -0.038 -0.007 0.094 -0.108
H 1.722 1.300 3.547 0.101 0.054 -0.023
C -5.655 0.248 3.027 -0.069 0.016 0.063
C -6.091 1.268 0.743 -0.045 0.006 -0.144
C -3.938 -0.135 0.276 -0.030 0.009 -0.079
F 4.341 0.757 -1.566 0.005 0.004 0.008
H 2.702 -1.414 1.432 -0.031 0.032 0.002
H 2.489 1.375 1.021 -0.114 0.013 -0.044
H -5.209 1.215 3.275 0.009 -0.026 -0.004
C -6.643 0.368 1.865 -0.010 0.012 0.150
C 2.248 0.537 2.964 -0.102 -0.011 0.040
C 2.178 -0.723 0.767 0.169 -0.101 -0.075
O -1.917 3.229 -0.618 0.097 0.108 0.047
H -4.852 -0.458 2.800 -0.016 0.067 -0.002
O 7.040 0.632 -2.715 -0.018 -0.046 -0.024
H 0.169 0.170 -0.617 -0.069 -0.057 0.096
C -7.167 -1.004 1.400 0.017 -0.033 -0.012
C -3.901 2.283 0.176 0.165 0.097 0.055
H 3.320 0.680 3.105 -0.011 -0.086 0.002
H 7.550 -3.741 -3.439 -0.002 -0.011 0.003
H 1.285 -1.237 0.406 -0.019 0.008 0.129
H -7.006 -1.158 0.334 -0.079 0.021 0.044